The following is a DFT calculation (the ωB97M-V functional and the def2-TZVPD basis) of a molecular structure, C6H8Br3P at a distorted geometry.

- E_LUMO (eV) = -1.21
- HOMO (eV) = -7.774
- Kohn-Sham gap (eV) = 6.56
- largest force on an atom (hartree/bohr) = 0.0534
- energy relative to the best compared isomer or geometry (same formula, charge and spin) (kcal per mole) = 0.0

ORCA input file:
```
! wB97M-V def2-TZVPD RIJCOSX def2/J DEFGRID3
* xyz 0 1
H 0.43329 -0.55342 -1.65777
Br -3.12694 -1.31277 2.19875
C 0.82164 -0.40240 -0.63406
P -1.61659 -0.75873 0.49857
H 1.62541 1.61712 -0.39835
C -1.75070 1.09181 0.33175
H 2.30702 -1.96757 -0.66777
Br -2.72660 -1.47037 -1.26911
C 0.07086 -1.38102 0.24205
C 0.70734 1.05377 -0.29586
H 2.84522 -0.45853 -1.42437
H 2.74364 -0.59184 0.34019
H -2.40117 1.32246 -0.51971
C 2.27768 -0.88177 -0.59947
Br 0.69872 -1.25050 2.16588
C -0.38270 1.68135 0.12056
H -0.32819 2.74014 0.33664
H -2.19792 1.52229 1.23207
*
```

***

The following is a DFT calculation (the ωB97M-V functional and the def2-TZVPD basis) of 4 unconnected molecules or ions with the total composition C26H30F3NO5S at a distorted geometry.

- E_LUMO (eV) = 0.43
- structure (SMILES) = CC(=O)NCCCC[C@@H]1COS(=O)(=O)O1.Fc1ccccc1.Fc1ccccc1.Fc1ccccc1
- HOMO (eV) = -9.479
- Kohn-Sham gap (eV) = 9.91
- largest force on an atom (hartree/bohr) = 0.1454

ORCA input file:
```
! wB97M-V def2-TZVPD RIJCOSX def2/J DEFGRID3
* xyz 0 1
C 1.00419 0.91637 -1.96099
C 1.67764 -1.30478 4.44513
C -5.82074 -3.72289 5.56767
H -1.01955 0.56680 -2.04851
O 0.12666 0.56406 -7.03496
F -2.95551 -1.39488 7.38402
C -4.61856 -3.05814 7.55510
H 3.39795 1.44475 -3.73630
H 3.85034 -2.12952 -5.92995
C 0.47458 -1.91994 4.80010
H -6.17526 -4.54907 7.52942
C -0.18882 -1.30617 -1.92032
C -1.06260 5.10823 -0.66279
O 2.65093 0.79348 -6.13438
H -6.57837 -4.33906 5.08820
C 1.29413 5.54713 -1.00082
C -1.35593 6.43201 -0.98930
H -1.29642 -2.92052 4.06579
H 2.19769 -0.21393 -0.36783
O 2.00133 -1.54183 -7.06776
H -1.83198 -1.79012 -0.41203
H -1.85218 4.41024 -0.40491
O 0.47257 -1.78812 -2.98071
C 2.52974 -0.25334 -5.06624
C 3.55132 0.27184 -3.89700
C 0.25991 4.67899 -0.66858
C 1.23109 -1.75742 2.11497
H -0.30407 -3.04185 -0.44703
H 0.18469 -1.98751 5.84573
H 0.87074 2.02727 -1.54462
F 0.54229 3.40897 -0.34933
C 3.36630 -0.44645 -2.43493
C -0.35450 -2.44654 3.80970
C 1.00012 6.86821 -1.33829
C -1.08870 -2.42201 -1.05942
H -4.42262 -3.14421 8.61889
C 2.76909 -1.70492 -5.78901
H 1.51321 -1.70887 1.06846
H 0.96952 1.02405 -3.13767
H 4.45669 -0.49663 -1.95128
H 2.21621 -2.61574 -5.28006
H 1.36713 -0.23253 -4.88141
H -2.38637 6.77898 -0.97885
C -5.07935 -2.81485 4.81021
H 1.80079 7.55277 -1.60710
C 0.03261 -2.36247 2.47676
H -1.65216 -3.06865 -1.87933
H -3.53295 -1.30423 4.85471
H -5.25493 -2.72544 3.74088
N -0.21557 0.14948 -1.48960
C 2.05500 -1.22085 3.10405
H 4.67639 0.09759 -4.24169
C -0.32532 7.30969 -1.32910
F -0.76162 -2.87274 1.52627
H 2.98985 -0.73795 2.82987
S 1.59218 0.09492 -7.32090
O 1.96828 0.56825 -8.76105
C -3.88860 -2.15277 6.79279
C -4.11212 -2.02150 5.42673
C -5.59377 -3.84380 6.94086
H 3.07985 1.31948 -1.02142
H -0.55377 8.34135 -1.58804
H 2.32186 -0.89021 5.21759
C 2.43383 0.37727 -1.36732
H 2.31828 5.18862 -0.99442
H 3.03737 -1.58835 -2.53867
*
```

***

The following is a DFT calculation (the ωB97M-V functional and the def2-TZVPD basis) of 5 unconnected molecules or ions with the total composition C21H42O17P2 at a distorted geometry.

- E_LUMO (alpha / beta) (eV) = -2.54 / -9.76
- HOMO (alpha / beta) (eV) = -12.085 / -12.085
- Kohn-Sham gap (alpha / beta) (eV) = 9.54 / 2.32
- largest force on an atom (hartree/bohr) = 0.1230

ORCA input file:
```
! wB97M-V def2-TZVPD RIJCOSX def2/J DEFGRID3
* xyz 1 2
O -2.59740 -1.98806 3.82860
H -2.04032 -2.19402 1.83389
H 5.27779 -0.95268 -1.05022
H 2.28413 -3.51202 -3.42504
H -2.99464 -4.67463 1.79879
O 1.48426 -2.19489 -4.98699
H 5.52024 4.15979 -1.24636
C 3.50331 3.91738 -0.75183
O 1.75196 -1.07259 -6.85569
H 2.11023 1.44471 3.33802
P -1.99305 -0.49867 4.03991
O -3.05393 0.39733 3.25225
C -2.82743 -2.51006 2.51848
C -0.11881 1.77024 -0.92108
H -5.28530 -0.04621 2.44108
O -0.08999 -5.38144 -0.37925
C 2.18875 -1.45223 -5.80505
H -4.48754 0.39836 4.85497
C -5.26134 0.90106 2.97979
H 1.84022 -0.14902 2.66857
H -3.86021 1.94642 4.18790
H -5.10752 1.62495 2.17953
H 5.41000 1.56363 -0.51650
H -1.00283 2.30978 -2.76954
C 2.24407 -2.48204 -3.77949
C 0.53427 -2.08306 0.32394
O 0.30718 -3.37583 0.78413
H 1.87905 -1.87339 -2.95221
H -0.27329 0.73530 -1.22626
C 1.45550 0.57464 3.38718
H -4.64353 1.36408 -2.86468
H 0.20812 -1.37408 1.08491
C -4.14337 0.91857 3.96110
H -0.40556 1.53553 3.58638
H 4.09533 -1.57282 -3.24512
O -4.87892 -0.35528 -0.29196
H 4.66618 5.74355 -0.88562
H 4.43513 4.78723 -2.42545
C -2.87293 -4.05304 2.68587
C 4.91550 0.88076 0.17432
H -5.34642 2.26914 -1.46094
H -6.70508 0.58943 -1.09275
H -6.24526 1.07950 3.41358
H 0.06189 1.09963 1.96122
O 3.28624 2.74430 -1.55147
O 1.19263 1.83475 -0.31519
H 2.65055 4.59082 -0.66591
H 1.57686 -1.94681 0.03668
C -5.69400 0.23332 -1.29030
H -2.07588 -4.47130 3.30057
H 3.82528 3.56998 0.22987
H 0.25928 -1.41932 -1.64732
O -2.65913 -0.20204 0.34351
H 5.36268 1.27432 1.08714
C -0.00066 0.72353 2.98237
O -1.68596 0.02822 5.43057
H -1.31720 -1.58598 -0.78872
H -0.97673 2.08004 -0.32433
O 3.41071 -1.13741 -5.21887
H -3.73972 -2.02218 2.17527
C -0.04192 -4.13096 -0.27476
H -3.77909 -4.35891 3.20877
H 1.67824 0.23924 4.40009
C -3.63885 0.21302 -0.23830
O -0.71641 -0.48828 3.04965
H -5.90007 -0.52189 -2.04878
O -3.61747 1.28663 -1.05085
H 0.76613 2.64514 -2.71194
O 3.48121 0.84865 0.22018
P 2.54826 1.36070 -1.06951
H 4.29672 -2.82939 -4.55438
H 6.53292 -0.51977 0.11808
H -0.39027 3.68331 -1.91244
C -4.85564 1.35519 -1.79555
C 5.45959 -0.50876 -0.07146
H 4.92972 -1.10460 0.67172
C 3.68077 -2.02920 -4.14398
O 2.39499 0.32095 -2.12688
C 4.61583 4.75913 -1.35090
C -0.16895 2.64321 -2.15183
O -0.29819 -3.35331 -1.34858
C -0.33088 -2.01929 -0.95460
*
```

***

The following is a DFT calculation (the ωB97M-V functional and the def2-TZVPD basis) of 13 unconnected molecules or ions with the total composition C46H74O35 at a distorted geometry.

- E_LUMO (eV) = -0.03
- HOMO (eV) = -9.099
- Kohn-Sham gap (eV) = 9.07
- largest force on an atom (hartree/bohr) = 0.1073
- energy relative to the best compared isomer or geometry (same formula, charge and spin) (kcal per mole) = 15.9

ORCA input file:
```
! wB97M-V def2-TZVPD RIJCOSX def2/J DEFGRID3
* xyz 0 1
H -11.76543 11.98156 15.65174
C -19.43352 4.51617 9.15963
C -21.49371 8.96883 14.83399
O -17.79395 1.96859 12.04357
H -17.77911 0.78437 15.23924
O -18.44880 6.68497 20.44730
H -21.77999 9.52630 15.72582
O -13.32551 4.96385 21.34795
H -20.61723 5.67723 15.65793
H -16.52690 7.86064 10.45079
H -14.06554 2.57644 10.61913
H -19.28555 10.45405 13.30962
O -20.65400 9.57917 11.41182
H -15.65433 4.87208 9.93861
C -14.54716 1.91669 17.80374
H -12.39416 12.29628 12.92524
O -16.71829 6.15822 19.35775
O -19.38567 8.47471 15.69286
C -16.45014 2.20913 19.00480
H -15.96653 6.56257 15.58823
H -18.77783 9.97302 7.62617
H -7.67421 2.85355 15.55169
C -15.02010 2.82553 10.15561
O -16.61104 3.80583 11.48173
H -14.62222 -0.91525 16.79383
O -18.32658 10.30166 15.26076
C -20.02068 8.98289 14.58252
O -12.07944 9.93691 15.68512
H -9.99996 4.75684 12.17445
C -16.06250 6.85532 13.47485
O -12.40486 2.79466 14.43508
O -20.01078 4.00233 10.27458
O -17.41066 2.78107 19.52372
H -20.80768 6.84934 10.14596
H -21.62608 5.06420 14.37569
H -20.15418 11.13601 14.59778
H -9.82435 5.04246 13.95124
O -18.47577 4.03129 8.54782
C -21.14509 4.74336 10.65158
H -15.45664 4.15541 13.86369
O -12.41827 2.83644 21.18219
O -17.35378 7.00221 12.98044
O -16.07113 0.96557 19.25801
H -12.07191 5.39943 11.26394
H -15.84869 2.70047 8.15927
O -13.44711 8.41837 14.57128
H -7.73937 3.40723 17.19603
C -10.61878 3.19060 17.41380
H -21.09593 5.25362 11.61352
H -17.80767 7.07890 9.51219
H -22.25943 5.24233 16.05523
C -18.10786 6.04426 13.56295
C -9.57718 7.60280 12.34309
H -12.59518 4.56324 12.68779
C -11.31966 12.14133 13.02287
C -18.98941 9.27800 8.43875
H -22.04675 9.41423 14.00703
C -19.40879 10.36854 14.38925
O -17.48796 5.51405 14.65444
H -18.46236 1.79423 16.39815
C -20.05388 6.87556 18.72864
H -9.48435 1.54511 16.61075
C -15.43609 4.15217 10.72740
H -20.95087 6.85455 19.34756
C -17.11128 7.91720 9.53242
H -22.09192 4.20614 10.59670
O -17.62894 8.97630 16.96435
H -15.41556 6.44704 12.69839
H -17.86540 6.37269 17.58038
C -21.40685 4.95868 15.43819
H -15.87011 -1.40519 17.91427
H -17.03646 2.36333 15.58592
C -13.53991 5.93032 18.01730
H -22.41771 6.65879 8.02185
H -16.39996 7.84395 8.70977
O -11.99539 9.96172 13.55943
C -12.72178 3.93053 20.69242
O -18.51443 9.30025 10.70039
C -18.39387 9.22761 16.05799
H -11.06847 11.94884 11.97982
O -12.46892 4.28901 19.43509
H -12.72638 6.97720 20.83646
H -14.12903 0.25013 19.08002
H -8.42508 4.45869 16.02638
C -17.97863 1.84018 15.42245
C -17.16170 6.65937 20.49521
H -14.33834 6.54637 20.32833
H -13.66793 2.33555 18.29324
H -11.57451 6.48196 14.06114
C -15.41178 -0.53598 17.44255
H -21.95743 7.98238 14.83235
C -18.91070 5.97361 19.33275
H -16.19837 -0.11880 16.81379
H -14.71265 4.60410 11.40599
H -17.23659 10.19405 9.51094
H -14.21917 4.98344 14.92691
H -14.55085 5.55549 18.17728
O -10.95261 7.45396 12.41445
O -20.20301 5.51015 8.69385
O -15.68869 2.73176 18.03926
C -16.17882 5.97042 14.69806
H -20.44501 6.46016 17.79990
H -19.68988 8.36604 13.74696
C -19.80794 9.61509 10.51188
H -15.62446 7.74362 13.92996
C -17.72684 5.76384 18.47380
H -19.34430 5.05037 19.71710
H -19.82665 7.93988 18.66805
H -10.70257 2.62145 18.33962
H -10.30629 11.01509 15.91861
H -18.43361 2.42368 13.60721
H -10.01302 10.42842 13.66613
H -13.33023 6.16325 12.43035
H -11.75543 6.16409 19.21900
C -8.29645 3.40163 16.25916
O -8.99743 6.43677 12.72141
H -15.55752 4.06838 15.61307
H -20.25471 3.36286 15.32142
H -14.35727 1.80648 8.37020
H -23.32911 6.61258 9.50720
C -14.86715 2.73359 8.63211
O -16.02675 1.88557 10.62282
H -10.92126 13.07873 13.41102
C -10.00548 5.49510 12.97635
H -14.26952 3.52337 8.17693
O -20.03293 9.81012 9.21649
C -16.86165 2.48253 11.41233
C -15.26434 4.71001 14.78214
C -12.43448 5.56086 12.27912
H -19.22456 8.31743 7.98038
O -11.73522 3.25773 16.56118
C -21.14267 5.93095 9.66384
C -11.25569 11.05584 15.38469
H -13.07574 5.33595 17.23030
C -14.95453 0.59395 18.45678
C -12.73104 5.68214 19.28248
C -10.97575 10.87777 13.90972
C -13.34891 6.13631 20.53074
C -11.30818 6.24972 13.03001
O -18.88032 2.36472 14.45490
C -11.50763 2.91312 15.27746
O -10.20375 2.75049 15.15950
H -22.98946 5.14854 8.66338
C -17.81976 9.27331 9.49474
O -16.45469 7.04939 21.42969
H -13.59790 6.98952 17.76662
C -22.54419 6.10129 8.94991
H -17.65772 4.71099 18.20027
O -19.18152 5.70097 13.15597
C -9.59547 2.61190 16.41650
H -10.32970 4.21297 17.65728
O -8.92946 8.60575 12.07231
O -21.10589 3.60082 15.69619
H -14.32424 1.74910 16.75003
C -12.56754 9.34487 14.58851
*
```